Entry from the OMol25 dataset: C6H19N5O3Rb as an isolated structure (ωB97M-V/def2-TZVPD).

Results
Energy above the lowest of the compared OMol25 structures with the same formula, charge and spin: 14.3 kcal/mol
Frontier orbital gap: 9.1 eV
HOMO level: -11.879 eV
Net charge: +1

The geometry in XYZ format:
```
34
Properties=species:S:1:pos:R:3:forces:R:3
Rb 2.097 0.089 -0.562 0.10 0.05 -0.12
C -1.246 -1.942 2.471 -1.26 0.33 0.51
C -1.420 -0.466 2.086 1.09 -1.39 -0.46
C -1.603 0.359 3.322 0.03 1.00 0.30
O -2.317 1.527 2.960 -0.54 -0.37 -0.44
C -2.561 2.422 3.996 -0.08 1.35 0.50
N -0.197 -0.015 1.362 -0.37 0.94 0.06
H -0.753 -2.527 1.701 0.22 -0.04 0.08
H -2.249 -2.356 2.642 0.10 -0.09 -0.29
H -0.804 -2.034 3.464 0.67 -0.07 -0.29
H -2.267 -0.365 1.404 -0.27 0.09 0.30
H -0.621 0.678 3.703 0.04 -0.32 0.03
H -2.098 -0.197 4.126 -0.26 0.02 -0.11
H -1.622 2.878 4.342 -0.06 -0.27 0.31
H -3.162 2.057 4.838 0.40 -0.60 -0.02
H -3.164 3.269 3.647 0.15 -0.27 -0.50
H -0.206 -0.419 0.429 -0.55 -0.26 0.20
H -0.417 0.973 1.198 0.40 0.00 -0.03
C -1.046 -1.576 -2.194 -0.22 -0.13 -0.14
O -0.240 -1.182 -1.349 0.34 0.11 -0.11
N -1.389 -0.849 -3.288 -0.38 -0.19 -0.18
N -1.632 -2.796 -2.104 -0.21 -0.18 -0.15
H -2.100 -1.198 -3.909 0.08 0.04 0.01
H -1.196 0.133 -3.361 0.25 -0.01 0.28
H -2.391 -3.083 -2.698 0.11 0.10 -0.07
H -1.344 -3.457 -1.407 0.14 0.21 0.18
C 3.950 1.157 -3.344 0.81 1.11 -0.06
O 2.734 1.043 -3.256 0.05 -0.75 0.21
N 4.824 0.216 -3.830 -1.15 0.45 0.51
N 4.564 2.317 -2.932 0.20 0.06 0.06
H 5.790 0.465 -3.931 0.09 -0.44 0.02
H 4.497 -0.730 -3.759 0.36 -0.19 -0.40
H 5.561 2.449 -2.946 -0.02 -0.16 -0.14
H 4.029 3.160 -2.821 -0.28 -0.15 -0.07
```
Forces are in eV/Å.